# 1
ORCA calculation (wB97M-V/def2-TZVPD) on a molecular structure, C12H5F5NReSbSe4 in a non-equilibrium geometry.

Geometry (Å):
Re1 -0.12266 0.06458 1.02077
Se1 4.29276 -1.75537 1.68652
Sb1 2.95252 0.17845 1.88730
Se2 1.45533 -0.02611 -0.60512
Se3 0.32489 -1.36388 2.69855
Se4 2.78850 2.41291 2.65230
N1 -0.60657 1.66928 1.56793
C1 -1.10814 2.84194 1.97460
C2 -2.16921 2.80774 2.91339
C3 -2.85283 3.96191 3.21481
C4 -2.47096 5.16927 2.63556
C5 -1.39509 5.21837 1.75099
C6 -0.70613 4.07503 1.41878
H1 -2.44830 1.85082 3.33510
H2 -3.68540 3.92565 3.90414
H3 -3.00569 6.07495 2.88681
H4 -1.10484 6.16392 1.31371
H5 0.14064 4.09251 0.74555
F1 -2.45750 -2.30031 1.62540
C7 -2.87373 -1.45220 0.68650
C8 -2.03402 -0.43564 0.25234
C9 -2.51996 0.44358 -0.71094
F2 -1.70577 1.41819 -1.13948
C10 -3.79816 0.34550 -1.21897
F3 -4.24744 1.21990 -2.10548
C11 -4.61626 -0.68240 -0.76577
F4 -5.84632 -0.78336 -1.22394
C12 -4.15219 -1.59223 0.17439
F5 -4.93330 -2.58067 0.57876

Results
Energy, eV: -297646.6193
Charge: +1
LUMO, eV: -6.4
Kohn-Sham gap, eV: 5.7218
E_HOMO, eV: -12.17
Maximum force, eV/A: 2.860



# 2
ORCA calculation (wB97M-V/def2-TZVPD) on a single C12H6N2O molecule in a non-equilibrium geometry.

Geometry (Å):
C1 -3.33083 -0.17848 0.22659
C2 -1.63061 1.44109 -0.31842
C3 1.33318 -2.47533 0.14859
C4 0.03097 -2.88152 -0.24264
C5 1.55106 -1.14697 0.42189
C6 -0.99018 -1.96447 -0.31957
C7 0.50213 -0.17394 0.41949
C8 -0.78192 -0.58966 0.02688
C9 0.97676 1.21759 0.67255
C10 0.51071 2.35841 -0.13505
C11 1.23459 3.43624 -0.52374
C12 -2.05453 0.25124 0.06254
N1 -4.36406 -0.62850 0.41959
N2 -0.79244 2.24220 -0.69593
O1 1.92265 1.42137 1.39929
H1 2.19492 -3.24459 0.26278
H2 0.00042 -3.94386 -0.47364
H3 2.42007 -0.64050 0.59231
H4 -1.87612 -2.37203 -0.62507
H5 0.89990 4.29594 -1.05489
H6 2.24334 3.57579 -0.26358

Results
Energy, eV: -17564.8016
Relative energy (zero: lowest compared OMol25 entry of this formula, charge and spin), kJ/mol: 158.2
Charge: 0
LUMO, eV: -1.1
Kohn-Sham gap, eV: 7.6398
E_HOMO, eV: -8.75
Maximum force, eV/A: 3.272



# 3
ORCA calculation (wB97M-V/def2-TZVPD) on 27 unconnected molecules or ions with the total composition C12H76INO27P in a non-equilibrium geometry.

Geometry (Å):
C1 3.70717 0.00393 -0.22212
C2 3.94917 1.05951 -1.31007
C3 3.19192 0.79787 -2.62084
C4 1.69830 0.44516 -2.47957
C5 0.80598 1.66949 -2.63054
N1 1.06689 2.60582 -1.50077
C6 0.10907 2.64582 -0.63864
C7 -1.02770 1.77602 -1.00689
P1 -2.60384 2.60725 -0.39926
C8 -3.56242 1.27102 0.36360
O1 -3.56533 2.82852 -1.74200
C9 -0.75056 1.55594 -2.52274
C10 -1.53868 0.44599 -3.23385
I1 -0.74694 0.15887 -5.22295
C11 -1.75557 -0.86896 -2.47480
C12 -0.59814 -1.85563 -2.32313
H1 4.57604 -0.07598 0.43870
H2 2.85036 0.26990 0.41454
H3 3.49114 -0.97417 -0.66807
H4 5.02128 1.09898 -1.54415
H5 3.68926 2.05575 -0.91585
H6 3.67448 -0.00164 -3.19253
H7 3.28274 1.70505 -3.24421
H8 1.48508 -0.08034 -1.54087
H9 1.42618 -0.23935 -3.29010
H10 1.04174 2.15831 -3.58218
H11 1.94309 3.10549 -1.38843
H12 0.12540 3.26011 0.26562
H13 -0.88950 0.83626 -0.44825
H14 -3.43454 1.28247 1.44824
H15 -3.30726 0.28979 -0.04871
H16 -4.61090 1.46262 0.10427
H17 -3.09491 3.15120 -2.51965
H18 -1.07020 2.49474 -3.01564
H19 -2.53061 0.84898 -3.45697
H20 -2.09194 -0.59048 -1.46579
H21 -2.61264 -1.36414 -2.95015
H22 -0.00680 -1.94106 -3.23884
H23 -0.98431 -2.85032 -2.10037
H24 0.07240 -1.59218 -1.49466
O2 -0.84597 0.37596 1.63469
H25 -0.12155 -0.23358 1.83980
H26 -1.32605 0.49862 2.46761
O3 -1.84326 -2.49852 1.17670
H27 -1.69048 -1.55893 1.36516
H28 -1.01117 -2.79043 0.79072
O4 -3.14522 -2.00941 3.86400
H29 -3.85240 -2.62845 4.06682
H30 -2.85586 -2.24749 2.97350
O5 -1.06536 -5.69482 -1.86072
H31 -1.78959 -6.23254 -1.52304
H32 -0.30914 -6.30235 -1.88780
O6 -2.15305 6.06948 0.95659
H33 -2.33273 5.37007 0.30799
H34 -1.20670 5.98575 1.12637
O7 -6.42781 0.10449 0.94650
H35 -7.09759 0.25420 0.27104
H36 -6.89206 -0.35534 1.65289
O8 1.26837 -2.54966 1.35416
H37 1.18927 -3.43048 0.96423
H38 2.17296 -2.51742 1.68502
O9 0.80598 -4.85205 0.37940
H39 0.10476 -5.23387 -0.17264
H40 0.54517 -5.03276 1.28839
O10 -2.01616 1.42394 3.94777
H41 -2.71043 1.40490 4.61281
H42 -2.07093 2.31295 3.52489
O11 1.27743 -7.20500 -2.33834
H43 1.23499 -8.01765 -2.85023
H44 2.18995 -7.12342 -2.03503
O12 -1.67149 -0.05456 -9.20948
H45 -1.31924 -0.24904 -8.33602
H46 -2.56473 -0.41636 -9.18095
O13 0.98887 1.73733 3.65215
H47 1.28754 1.29483 4.45899
H48 0.02510 1.66131 3.71912
O14 4.15335 -2.43497 -2.63481
H49 5.06189 -2.26658 -2.90549
H50 3.65608 -2.50439 -3.46412
O15 1.22295 0.33281 6.18387
H51 1.50134 0.13150 7.08754
H52 0.29594 0.06431 6.17538
O16 -0.12834 -2.31898 6.71869
H53 0.80376 -2.30192 6.47710
H54 -0.60094 -2.43363 5.88615
O17 0.92240 -0.06515 9.21710
H55 1.22234 -0.27154 10.10877
H56 -0.00091 -0.33953 9.19410
O18 3.68087 -5.45944 -2.31971
H57 3.75801 -4.52348 -2.09444
H58 4.54823 -5.68499 -2.66931
O19 3.79676 1.34637 7.58430
H59 3.21667 1.49786 6.82985
H60 3.22505 0.98830 8.27305
O20 0.91146 6.02077 0.44140
H61 0.89682 5.42513 -0.31370
H62 1.79787 5.94788 0.81580
O21 2.25818 -2.32330 -5.11964
H63 2.04952 -1.65722 -5.78211
H64 1.40399 -2.63569 -4.80145
O22 -1.54316 3.97352 2.92455
H65 -2.00606 4.79962 2.72430
H66 -0.73898 4.20759 3.40759
O23 3.31172 -6.57175 1.16827
H67 2.65659 -6.07512 0.65867
H68 4.04710 -5.96462 1.28805
O24 1.99063 3.28087 9.67205
H69 1.25285 2.66950 9.57320
H70 2.51185 3.16005 8.86977
O25 -5.23835 0.52533 -2.84586
H71 -5.77660 1.20509 -3.26375
H72 -4.46823 0.99643 -2.50862
O26 0.77130 7.95687 -1.97784
H73 1.10684 7.37026 -1.29207
H74 -0.18617 7.92023 -1.89176
O27 -3.59972 1.57138 -11.42029
H75 -3.03711 2.26713 -11.77257
H76 -3.04668 1.11790 -10.77616

Results
Energy, eV: -87835.7771
Charge: +1
LUMO, eV: -3.8
Kohn-Sham gap, eV: 8.0006
E_HOMO, eV: -11.75
Maximum force, eV/A: 1.057